[1]
Formula: C15H54N20O12
Source: the OMol25 dataset
Level of theory: the ωB97M-V functional and the def2-TZVPD basis

Element x y z (Å)
N  -5.451  21.872  3.795
C  -5.303  23.157  3.550
N  -4.100  23.539  3.213
O  -6.182  23.896  3.654
H  -6.225  21.725  4.427
H  -4.756  21.154  3.647
H  -3.864  24.487  2.957
H  -3.342  22.877  3.303
N  -17.395  24.615  3.482
C  -16.887  25.772  3.653
N  -15.640  25.821  3.422
O  -17.657  26.729  3.865
H  -18.368  24.460  3.706
H  -16.823  23.939  2.996
H  -15.071  25.042  3.125
H  -15.255  26.739  3.596
N  -8.916  30.349  -3.749
C  -8.230  30.874  -2.795
N  -7.907  30.034  -1.871
O  -8.033  32.098  -2.760
H  -9.097  29.355  -3.731
H  -9.376  31.038  -4.327
H  -7.846  29.058  -2.126
H  -7.465  30.327  -1.012
N  -11.072  29.410  2.735
C  -11.134  29.450  4.080
N  -9.926  29.860  4.601
O  -12.176  29.134  4.569
H  -10.130  29.259  2.406
H  -11.915  29.289  2.191
H  -9.059  29.913  4.085
H  -9.888  29.799  5.608
N  -3.869  26.812  -3.090
C  -4.873  26.087  -2.829
N  -4.597  25.209  -1.875
O  -5.964  26.445  -3.221
H  -3.199  26.949  -2.346
H  -4.332  27.608  -3.505
H  -3.688  24.773  -1.816
H  -5.362  24.790  -1.366
N  -13.994  28.724  -3.021
C  -13.121  27.771  -2.746
N  -13.564  27.105  -1.677
O  -12.174  27.491  -3.446
H  -13.763  29.306  -3.814
H  -14.595  29.122  -2.314
H  -13.081  26.315  -1.272
H  -14.465  27.311  -1.270
N  -8.781  23.413  -4.986
C  -9.875  22.646  -5.177
N  -10.910  23.302  -4.825
O  -9.819  21.567  -5.737
H  -7.922  23.068  -5.391
H  -8.857  24.297  -4.504
H  -10.901  24.238  -4.445
H  -11.615  22.622  -4.579
N  -7.395  25.112  7.616
C  -6.796  24.413  8.502
N  -6.702  25.123  9.529
O  -6.304  23.317  8.310
H  -7.366  24.964  6.618
H  -7.807  25.970  7.955
H  -6.211  24.668  10.285
H  -7.125  26.040  9.571
N  -15.820  20.092  2.494
C  -14.792  20.727  2.157
N  -14.719  20.914  0.929
O  -13.943  21.047  2.994
H  -15.800  19.644  3.399
H  -16.301  19.501  1.831
H  -15.541  20.797  0.354
H  -14.068  21.581  0.538
N  -10.176  23.671  1.953
C  -10.309  24.021  0.678
N  -9.481  24.985  0.437
O  -11.258  23.668  -0.022
H  -10.852  23.041  2.361
H  -9.249  23.783  2.338
H  -8.784  25.165  1.146
H  -9.521  25.441  -0.463
C  -10.257  20.195  6.659
C  -11.505  19.404  7.233
C  -11.350  18.971  8.696
O  -12.566  20.241  7.219
H  -9.394  19.618  6.326
H  -9.934  20.951  7.375
H  -10.646  20.729  5.793
H  -11.593  18.457  6.700
H  -10.646  19.704  9.090
H  -10.716  18.084  8.681
H  -12.204  18.780  9.345
H  -12.670  20.458  6.290
C  -4.270  28.420  2.679
C  -4.332  29.850  2.434
O  -5.637  30.335  2.521
H  -3.233  28.086  2.644
H  -4.761  27.811  1.920
H  -4.764  28.156  3.614
H  -3.767  30.064  1.527
H  -3.790  30.323  3.253
H  -5.617  31.287  2.398

Its HOMO energy is -9.2 eV. The energy comes out at -70805.2359 eV.

[2]
Formula: C26H14Cl5N4OPd
Source: the OMol25 dataset
Level of theory: the ωB97M-V functional and the def2-TZVPD basis

Element x y z (Å)
Pd  2.301  -1.096  3.632
C  -5.777  3.164  -6.665
O  -4.358  3.186  -6.651
C  -3.723  2.734  -5.560
C  -4.360  2.236  -4.423
C  -3.612  1.792  -3.350
C  -2.219  1.831  -3.376
C  -1.591  2.332  -4.522
C  -2.326  2.776  -5.595
C  -1.476  1.354  -2.222
N  -2.011  0.864  -1.122
C  -0.969  0.547  -0.310
C  0.241  0.848  -0.920
N  -0.106  1.364  -2.139
C  1.500  0.625  -0.304
C  2.757  0.890  -0.875
C  3.898  0.612  -0.165
C  3.786  0.073  1.118
N  2.615  -0.176  1.672
C  1.473  0.076  0.996
C  0.225  -0.244  1.641
N  0.277  -0.779  2.882
C  -0.838  -1.115  3.504
C  -2.096  -0.925  2.930
C  -2.181  -0.373  1.675
C  -1.005  -0.019  1.000
H  -6.072  3.568  -7.627
H  -6.190  3.787  -5.868
H  -6.158  2.145  -6.568
H  -5.439  2.193  -4.371
H  -4.104  1.406  -2.468
H  -0.510  2.381  -4.588
H  -1.843  3.165  -6.482
H  0.521  1.691  -2.852
H  2.820  1.311  -1.870
H  4.876  0.803  -0.583
H  4.665  -0.160  1.705
H  -0.732  -1.548  4.490
H  -2.981  -1.214  3.479
H  -3.131  -0.202  1.186
Cl  3.414  -0.645  5.935
C  3.707  -2.345  5.631
C  3.177  -2.766  4.428
C  3.331  -4.086  4.054
Cl  2.659  -4.574  2.546
C  4.014  -4.974  4.884
Cl  4.204  -6.609  4.414
C  4.543  -4.519  6.099
Cl  5.384  -5.600  7.121
C  4.391  -3.183  6.489
Cl  5.027  -2.599  7.967

The spin multiplicity is 3. Its HOMO energy (alpha / beta) is -10.3 / -10.3 eV. The expectation value of S² is 2.004. Its energy above the lowest of the compared OMol25 structures with the same formula, charge and spin is 0.054 eV. The energy comes out at -101283.4538 eV. The net charge is +1.

[3]
Formula: C8H12BF4IrN5O7P2
Source: the OMol25 dataset
Level of theory: the ωB97M-V functional and the def2-TZVPD basis

Element x y z (Å)
Ir  -0.072  0.142  0.193
N  -0.156  -0.411  4.307
C  0.187  0.403  3.318
N  -0.312  -0.106  2.199
C  -0.944  -1.244  2.582
N  -0.875  -1.463  3.860
C  -1.530  -2.039  1.540
C  -2.379  -3.121  1.712
N  -2.809  -3.806  0.662
C  -2.419  -3.440  -0.553
C  -1.597  -2.336  -0.747
N  -1.166  -1.654  0.313
H  0.069  -0.340  5.290
H  0.761  1.310  3.411
H  -2.694  -3.425  2.702
H  -2.767  -4.036  -1.387
H  -1.289  -2.003  -1.724
C  -2.752  2.415  -2.962
C  -1.259  2.511  -2.783
O  -0.723  3.537  -3.441
P  -0.259  0.955  -3.006
O  -0.808  0.532  -4.395
O  1.189  1.475  -3.227
O  -0.419  -0.097  -1.942
P  -1.050  2.853  -0.731
O  0.537  2.608  -0.652
O  -1.501  4.210  -0.497
O  -1.643  1.593  -0.133
H  -2.955  2.252  -4.024
H  -3.224  3.359  -2.686
H  -3.174  1.607  -2.369
H  0.242  3.469  -3.574
H  -0.383  -0.185  -4.893
H  1.904  1.161  -2.628
H  1.071  3.396  -0.446
F  2.864  0.201  -1.647
B  3.628  -0.046  -0.544
F  3.830  -1.289  -0.200
F  4.276  0.963  -0.020
F  1.807  0.165  0.698

The spin multiplicity is 2. Its HOMO energy (alpha / beta) is -16.5 / -16.5 eV. The expectation value of S² is 0.755. Its energy above the lowest of the compared OMol25 structures with the same formula, charge and spin is 1.586 eV. The energy comes out at -63228.5246 eV. The net charge is +2.

[4]
Formula: C25H26N10O4S4SbYb
Source: the OMol25 dataset
Level of theory: the ωB97M-V functional and the def2-TZVPD basis

Element x y z (Å)
Yb  -1.271  0.337  -0.586
O  5.458  -0.150  4.056
C  4.758  -1.152  3.808
O  4.977  -2.262  4.342
C  3.553  -0.897  2.860
C  3.078  -1.941  2.009
C  1.928  -1.722  1.249
N  1.296  -0.507  1.131
C  1.471  0.272  2.274
C  2.777  0.247  2.946
C  -1.292  2.949  1.291
C  -1.354  3.858  2.387
C  -2.117  3.398  3.487
C  -3.090  2.387  3.352
C  -3.124  1.676  2.168
N  -2.197  1.884  1.236
C  1.171  -2.756  0.529
C  0.924  -4.121  0.964
C  -0.269  -4.763  1.182
C  -1.762  -4.225  1.251
C  -2.790  -2.827  -0.162
N  -2.882  -2.142  1.012
H  3.544  -2.952  2.067
H  2.943  1.056  3.639
H  -0.675  4.704  2.357
H  -2.111  3.850  4.485
H  -3.708  2.122  4.185
H  -3.775  0.812  2.027
H  1.818  -4.754  1.200
H  -0.248  -5.858  1.349
H  -2.360  -5.034  1.747
H  -4.123  -2.948  -0.447
S  -5.448  -2.982  -1.083
Sb  -4.497  -1.127  -2.508
S  -2.331  -1.906  -1.660
S  -4.050  0.676  -1.048
C  -0.634  4.293  -3.250
C  -0.811  3.398  -2.038
N  -1.564  2.305  -2.181
O  -2.570  2.589  -3.087
C  -0.070  3.561  -0.807
C  1.312  4.205  -0.929
N  -0.391  2.980  0.302
O  0.551  0.929  2.736
H  -1.092  3.810  -4.137
H  0.430  4.578  -3.508
H  -1.153  5.260  -3.089
H  -3.158  1.876  -2.892
H  1.253  5.300  -0.737
H  1.764  4.064  -1.899
H  1.955  3.806  -0.164
N  2.282  -1.444  -5.198
C  2.500  -0.558  -4.187
C  1.386  0.105  -3.557
N  1.541  0.632  -2.356
C  2.791  0.695  -1.823
C  3.885  0.125  -2.507
N  3.730  -0.527  -3.676
H  1.477  -1.320  -5.798
H  3.109  -1.766  -5.660
H  0.395  0.169  -4.018
H  2.804  1.268  -0.919
H  4.894  0.043  -2.122
N  -1.741  -2.483  3.090
C  -2.125  -2.834  1.855
N  -2.295  -4.062  -0.052
S  0.549  -2.114  -0.911
H  -2.428  -1.934  3.656
H  -0.783  -2.146  3.089
H  -2.217  -4.734  -0.820
H  0.200  -3.267  -1.498

Its HOMO energy (alpha / beta) is -3.4 / -3.4 eV. Its energy above the lowest of the compared OMol25 structures with the same formula, charge and spin is 7.688 eV. The energy comes out at -130841.4992 eV. The net charge is -1.